No. 1
ORCA calculation (ωB97M-V/def2-TZVPD) on a structure of composition C21H23BrHgN3O4S2 at a distorted geometry.

The expectation value of S² is 0.76. The value obtained for the molecular weight is 726.06 g/mol. As for the spin multiplicity: 2. As for the total charge: -2. For the max |F|, the calculation gives 9.633 eV/A. The calculation puts the energy above the lowest of the compared OMol25 structures with the same formula, charge and spin at 0.000 eV. The electronic energy is -4802.56507 Ha.

Last column: Löwdin spin population.
Cartesian coordinates (Å):
Hg -1.305 2.072 0.526  0.00
C -2.780 0.734 2.680  0.00
O -2.873 1.403 1.431  0.00
C -3.434 0.561 0.423  0.00
C -3.369 1.323 -0.889  0.00
O -1.990 1.529 -1.194  0.00
C -1.823 2.337 -2.350  0.00
H -3.771 0.419 3.021  0.00
H -2.364 1.430 3.414  0.00
H -2.115 -0.131 2.603  0.00
H -4.472 0.325 0.678  0.00
H -2.848 -0.362 0.354  0.00
H -3.867 2.294 -0.788  0.00
H -3.841 0.745 -1.691  0.00
H -2.292 1.865 -3.219  0.00
H -0.753 2.444 -2.545  0.00
H -2.249 3.332 -2.186  0.00
Br -0.766 -5.098 -4.160  0.00
C 0.704 -4.096 -3.521  0.00
C 0.836 -2.757 -3.880  0.00
C 1.919 -2.018 -3.397  0.01
C 2.862 -2.605 -2.543  0.06
C 2.725 -3.958 -2.208  0.01
C 1.646 -4.704 -2.691  0.01
N 3.929 -1.831 -2.037  0.39
N 3.777 -1.549 -0.819  0.42
C 2.903 -0.442 -0.627  0.05
C 3.246 0.810 -1.128  0.02
C 2.351 1.871 -1.015  0.00
C 1.085 1.749 -0.406  0.00
O 0.292 2.751 -0.359  0.00
C 0.765 0.482 0.133  0.01
N -0.433 0.322 0.731  0.00
C -0.764 -0.868 1.265  0.00
C 0.056 -1.972 1.243  0.00
C 1.288 -1.834 0.623  0.01
C 1.672 -0.605 0.044  0.01
H 0.100 -2.268 -4.512  0.00
H 2.007 -0.963 -3.651  0.00
H 3.454 -4.420 -1.548  0.00
H 1.543 -5.746 -2.405  0.00
H 4.195 0.962 -1.629  0.00
H 2.630 2.840 -1.428  0.00
H -1.745 -0.898 1.727  0.00
H -0.253 -2.907 1.689  0.00
H 1.956 -2.689 0.589  0.01
C 0.842 1.070 4.737  0.00
O 0.763 2.456 5.016  0.00
C 0.192 3.297 4.122  0.00
S 0.198 4.884 4.693  0.00
S -0.423 2.759 2.645  0.00
H 1.328 0.589 5.592  0.00
H 1.465 0.870 3.860  0.00
H -0.152 0.621 4.638  0.00
H -2.049 3.575 0.348  0.00

No. 2
ORCA calculation (ωB97M-V/def2-TZVPD) on the molecule C21H23FN2O4.

The SMILES is CN(CC(=O)Nc1cccc(F)c1)C(=O)COc1cccc2c1OC(C)(C)C2. The value obtained for the molecular weight is 386.42 g/mol. As for the total charge: 0. For the max |F|, the calculation gives 0.828 eV/A. The calculation puts the energy above the lowest of the compared OMol25 structures with the same formula, charge and spin at 0.000 eV. The electronic energy is -1324.40535 Ha.

Last column: Mulliken charge in e.
Cartesian coordinates (Å):
C -0.229 1.520 0.358  -1.10
N -0.964 0.445 -0.267  0.31
C -1.740 0.821 -1.438  -1.42
C -3.168 1.248 -1.055  0.84
O -3.524 2.405 -1.088  -0.65
N -3.915 0.184 -0.677  0.03
C -5.237 0.156 -0.237  0.53
C -6.059 1.281 -0.213  -0.60
C -7.365 1.172 0.228  -0.50
C -7.878 -0.043 0.651  -0.61
C -7.046 -1.148 0.621  0.30
F -7.526 -2.342 1.030  -0.33
C -5.739 -1.074 0.186  -0.58
C -1.032 -0.824 0.160  1.04
O -1.823 -1.627 -0.327  -0.78
C -0.105 -1.269 1.289  -0.98
O 1.202 -0.759 1.243  -0.41
C 1.990 -1.085 0.169  0.31
C 1.622 -1.905 -0.891  -0.75
C 2.502 -2.170 -1.931  -0.93
C 3.776 -1.627 -1.949  -0.73
C 4.150 -0.810 -0.902  1.28
C 3.273 -0.537 0.140  0.21
O 3.787 0.290 1.082  -0.46
C 5.159 0.587 0.742  1.76
C 5.309 2.106 0.687  -1.76
C 6.047 -0.007 1.836  -1.73
C 5.429 -0.077 -0.632  -1.37
H 0.080 1.253 1.363  0.36
H 0.664 1.761 -0.226  0.30
H -0.872 2.400 0.403  0.43
H -1.787 -0.036 -2.116  0.43
H -1.244 1.657 -1.933  0.49
H -3.426 -0.714 -0.654  0.08
H -5.668 2.230 -0.539  0.51
H -7.994 2.048 0.242  0.38
H -8.894 -0.142 0.996  0.44
H -5.120 -1.958 0.177  0.48
H -0.519 -0.925 2.243  0.35
H -0.110 -2.368 1.291  0.34
H 0.642 -2.352 -0.918  0.54
H 2.180 -2.814 -2.735  0.40
H 4.458 -1.835 -2.758  0.46
H 4.651 2.519 -0.075  0.41
H 6.336 2.373 0.454  0.40
H 5.037 2.538 1.647  0.39
H 7.092 0.215 1.635  0.41
H 5.773 0.412 2.801  0.39
H 5.912 -1.085 1.878  0.41
H 6.282 -0.756 -0.587  0.34
H 5.631 0.668 -1.404  0.33

No. 3
ORCA calculation (ωB97M-V/def2-TZVPD) on the molecule C21H23FN2O6S at a distorted geometry.

The SMILES is O=C(CN(c1ccc(F)cc1)S(=O)(=O)c1ccc2c(c1)OCCO2)NC[C@H]1CCCO1. The value obtained for the molecular weight is 450.49 g/mol. As for the total charge: 0. For the max |F|, the calculation gives 1.439 eV/A. The calculation puts the energy above the lowest of the compared OMol25 structures with the same formula, charge and spin at 0.000 eV. The electronic energy is -1873.02173 Ha.

Last column: Mulliken charge in e.
Cartesian coordinates (Å):
O 2.398 -3.926 0.440  -0.70
C 1.603 -3.012 0.481  0.73
C 1.297 -2.158 -0.762  -0.95
N 0.981 -0.777 -0.472  0.22
C 1.960 0.058 0.072  1.12
C 3.244 -0.409 0.359  -0.79
C 4.208 0.443 0.864  -0.83
C 3.887 1.767 1.094  0.32
F 4.826 2.602 1.589  -0.34
C 2.622 2.254 0.827  -1.02
C 1.665 1.400 0.312  -0.03
S -0.647 -0.432 -0.186  1.66
O -0.825 -0.026 1.182  -0.71
O -1.389 -1.578 -0.622  -0.90
C -1.027 0.917 -1.292  -0.55
C -0.585 0.852 -2.601  -0.82
C -0.905 1.877 -3.468  -1.01
C -1.676 2.952 -3.035  0.55
C -2.161 2.980 -1.717  0.16
C -1.817 1.956 -0.844  0.22
O -2.968 3.980 -1.264  -0.44
C -3.526 4.767 -2.298  -0.46
C -2.451 5.128 -3.319  -0.44
O -1.934 3.956 -3.918  -0.46
N 0.930 -2.629 1.578  0.55
C 0.953 -3.376 2.810  -1.17
C -0.451 -3.862 3.215  0.04
C -1.438 -2.713 3.506  -0.33
C -2.714 -3.153 2.787  -0.67
C -2.147 -3.995 1.646  0.13
O -1.024 -4.661 2.194  -0.50
H 0.414 -2.588 -1.242  0.51
H 2.138 -2.218 -1.458  0.44
H 3.505 -1.442 0.200  0.35
H 5.200 0.083 1.086  0.46
H 2.392 3.290 1.018  0.46
H 0.680 1.780 0.107  0.17
H 0.009 0.013 -2.923  0.50
H -0.565 1.876 -4.491  0.45
H -2.165 1.976 0.176  0.55
H -3.938 5.657 -1.820  0.35
H -4.330 4.209 -2.797  0.29
H -2.857 5.734 -4.130  0.35
H -1.642 5.675 -2.818  0.29
H 0.260 -1.876 1.516  -0.24
H 1.365 -2.759 3.617  0.29
H 1.602 -4.238 2.640  0.57
H -0.329 -4.508 4.097  0.40
H -1.586 -2.577 4.576  0.41
H -1.082 -1.772 3.086  -0.03
H -3.302 -2.314 2.424  0.35
H -3.329 -3.772 3.442  0.32
H -2.834 -4.762 1.285  0.37
H -1.851 -3.355 0.804  -0.16

No. 4
ORCA calculation (ωB97M-V/def2-TZVPD) on a structure of composition C21H23N3O4 at a distorted geometry.

The value obtained for the molecular weight is 381.43 g/mol. As for the total charge: 0. For the max |F|, the calculation gives 18.639 eV/A. The calculation puts the energy above the lowest of the compared OMol25 structures with the same formula, charge and spin at 21.078 eV. The electronic energy is -1278.57837 Ha.

Last column: Mulliken charge in e.
Cartesian coordinates (Å):
C -2.781 -4.727 0.746  -0.97
O -2.256 -3.424 0.932  -0.44
C -2.783 -2.294 0.184  1.04
C -2.418 -1.154 0.529  -0.84
C -2.924 -0.187 -0.276  2.63
C -3.961 -0.291 -1.097  -0.46
C -4.465 -1.584 -1.328  -0.77
C -3.910 -2.530 -0.929  -0.78
H -4.302 -3.508 -1.164  0.37
H -5.067 -1.629 -2.290  0.19
N -4.286 1.227 -1.649  0.06
C -3.638 2.090 -1.124  -0.42
C -2.699 1.231 -0.165  0.14
C -1.851 2.294 0.848  0.44
O -1.879 3.410 0.647  -0.53
C -1.037 1.451 1.926  -0.75
N -0.007 0.431 1.175  0.44
C 0.700 1.254 0.205  -0.68
H 0.202 1.580 -0.813  0.30
C 1.931 0.554 -0.184  -1.11
N 2.803 0.318 0.736  0.42
C 4.043 0.094 0.928  0.50
O 4.830 0.006 1.844  -0.65
C 4.735 -0.180 -0.363  0.33
C 6.145 -0.185 -1.004  -0.64
C 6.384 -0.598 -2.148  -0.27
C 5.050 -0.833 -2.654  -0.51
O 4.164 -0.252 -1.732  -0.25
H 4.594 -0.855 -3.535  0.44
H 7.251 -0.813 -2.598  0.56
H 6.923 -0.153 -0.070  0.19
C 2.186 0.375 2.005  -1.35
C 0.839 -0.134 2.048  -0.67
H 0.851 -1.328 1.625  0.20
H 0.320 -0.278 3.023  0.54
H 2.225 1.643 2.514  0.18
H 2.859 -0.162 2.661  0.54
H 2.477 1.072 -0.828  0.95
H 1.620 -0.417 -0.686  0.10
H 0.946 2.425 0.586  0.32
H -0.367 2.186 2.548  0.45
H -1.732 0.967 2.715  0.38
C -3.789 3.380 -1.343  -1.64
H -2.767 3.728 -1.541  0.35
H -4.220 4.029 -0.602  0.26
H -4.178 3.479 -2.256  0.49
H -4.803 1.080 -2.370  -0.07
H -1.601 -1.196 1.368  -0.10
H -3.879 -4.759 0.729  0.37
H -2.722 -4.958 -0.315  0.36
H -2.257 -5.314 1.307  0.34

No. 5
ORCA calculation (ωB97M-V/def2-TZVPD) on a structure of composition C21H23N3O4 at a distorted geometry.

The value obtained for the molecular weight is 381.43 g/mol. As for the total charge: 0. For the max |F|, the calculation gives 16.935 eV/A. The calculation puts the energy above the lowest of the compared OMol25 structures with the same formula, charge and spin at 20.556 eV. The electronic energy is -1278.59754 Ha.

Last column: Mulliken charge in e.
Cartesian coordinates (Å):
C 5.816 0.687 1.988  -1.24
C 6.229 -0.729 1.404  -0.52
H 7.307 -0.818 1.452  0.43
H 5.609 -1.485 1.997  0.29
C 5.674 -1.099 -0.201  -0.73
N 4.165 -0.902 -0.135  1.45
C 3.453 0.101 -0.538  -0.16
C 2.160 -0.069 -0.732  1.28
C 0.897 0.537 -1.028  -1.71
C -0.165 -0.216 -0.682  0.25
C -0.254 -1.255 -0.054  0.83
C 0.880 -1.958 0.185  -0.71
C 2.210 -1.570 -0.102  -0.31
N 3.454 -1.710 0.284  -1.53
H 0.980 -3.035 0.639  0.21
C -1.541 -2.199 0.348  0.26
O -1.606 -2.995 1.277  -0.66
N -2.456 -2.094 -0.658  -0.19
H -2.130 -1.364 -1.613  0.35
C -3.785 -2.524 -0.468  -1.41
C -4.817 -1.469 -0.545  1.06
C -5.952 -1.264 -1.179  -0.37
C -6.779 -0.219 -1.181  -0.87
C -6.657 0.632 -0.057  1.10
C -5.523 0.658 0.415  -0.02
C -4.515 -0.501 0.559  -0.75
H -3.766 -0.786 1.259  0.60
O -5.543 1.685 1.520  -0.43
C -6.812 2.226 1.325  -0.54
O -7.318 1.639 0.159  -0.40
H -7.424 2.371 2.013  0.54
H -6.482 3.276 0.854  0.22
H -7.572 -0.218 -1.900  0.41
H -5.971 -2.222 -2.139  0.01
H -4.032 -3.281 -1.432  0.24
H -3.688 -2.973 0.364  0.53
H -1.125 0.307 -1.067  0.24
H 0.901 1.516 -1.109  0.60
O 4.252 1.299 -1.190  -0.47
C 3.489 2.604 -1.376  -0.56
C 3.223 3.104 -0.041  -0.83
H 3.853 3.436 0.692  0.38
H 2.586 4.089 -0.428  0.24
H 2.367 2.432 0.360  0.28
H 4.250 3.141 -2.060  0.28
H 2.921 2.241 -2.166  0.45
H 6.023 -2.030 -0.340  0.53
H 6.234 -0.314 -0.656  0.23
H 6.143 0.907 2.820  0.70
H 6.120 1.497 1.324  0.28
H 4.719 0.918 1.841  0.16